{
  "formula": "C3H3BN2O",
  "method": "ωB97M-V/def2-TZVPD",
  "charge": 0,
  "homo_energy_ha": -0.456,
  "e_tot_ha": -325.7367,
  "relative_energy_kj_mol": 0.0,
  "homo_lumo_gap_ev": 11.61,
  "smiles": "COB(C#N)C#N",
  "elements": ["C", "O", "B", "C", "N", "C", "N", "H", "H", "H"],
  "xyz": [[1.4320, -0.8996, -0.0317], [0.3014, -0.2927, 0.7007], [-0.7041, 0.4712, 0.2988], [-1.8066, 0.8545, 1.2458], [-2.8315, 1.1401, 1.6952], [-0.8331, 0.9385, -1.1619], [-0.6111, 1.1560, -2.2699], [1.0773, -1.0793, -1.0854], [1.6788, -1.9194, 0.3762], [2.2968, -0.3692, 0.2323]],
  "atomic_forces_ev_per_a": [[-2.49, -1.91, -0.20], [1.00, -0.87, 0.27], [0.95, -0.55, -0.54], [-1.75, 0.52, 0.77], [0.72, -0.16, 0.04], [0.74, -0.15, -0.63], [-0.34, 0.12, 0.04], [1.08, 0.78, 0.85], [-0.97, 0.86, -0.02], [1.05, 1.35, -0.58]]
}

{
  "formula": "C3H3Br",
  "method": "ωB97M-V/def2-TZVPD",
  "charge": 0,
  "homo_energy_ha": -0.336,
  "e_tot_ha": -2690.0157,
  "relative_energy_kj_mol": 89.0,
  "homo_lumo_gap_ev": 9.69,
  "smiles": "C=C=CBr",
  "elements": ["C", "C", "C", "Br", "H", "H", "H"],
  "xyz": [[-0.5027, 0.6462, -0.0004], [0.6921, -0.0727, -0.0079], [1.9280, -0.7999, -0.0048], [3.5376, 0.1574, 0.0068], [-0.8468, 1.0585, 0.9900], [-0.6802, 1.1028, -0.9312], [2.0463, -1.9226, 0.1505]],
  "atomic_forces_ev_per_a": [[5.02, -1.85, 1.92], [1.46, -1.30, 0.41], [-5.21, 1.46, 0.53], [0.21, 0.13, 0.00], [0.12, -0.62, -1.35], [-1.08, 0.37, -0.98], [-0.52, 1.82, -0.54]]
}

{
  "formula": "C3H3Br2ClO",
  "method": "ωB97M-V/def2-TZVPD",
  "charge": 0,
  "homo_energy_ha": -0.381,
  "e_tot_ha": -5799.5544,
  "relative_energy_kj_mol": 51.7,
  "homo_lumo_gap_ev": 10.44,
  "elements": ["C", "C", "C", "O", "Cl", "Br", "Br", "H", "H", "H"],
  "xyz": [[-2.4817, -0.7226, 1.3676], [-0.2218, -0.1445, 0.0514], [-1.6994, 0.1585, 0.1603], [-3.3353, -0.3804, 2.0802], [-1.7293, -2.3458, 1.2152], [-2.6717, -0.4925, -1.4335], [-2.1311, 2.0176, 0.3492], [0.1800, 0.4562, -0.7899], [-0.1233, -1.1910, -0.3151], [0.2503, -0.1752, 1.0749]],
  "atomic_forces_ev_per_a": [[2.16, 0.97, -2.58], [0.03, -1.20, -0.35], [-1.75, -1.10, 1.23], [-0.13, -0.19, 0.30], [-0.80, -0.30, 0.94], [0.26, 0.08, 0.06], [0.22, 0.07, 0.29], [0.24, 0.12, 1.13], [-0.10, 0.74, 0.25], [-0.13, 0.81, -1.26]]
}

{
  "formula": "C3H3Br2FO",
  "method": "ωB97M-V/def2-TZVPD",
  "charge": 0,
  "homo_energy_ha": -0.372,
  "e_tot_ha": -5439.2088,
  "relative_energy_kj_mol": 0.0,
  "homo_lumo_gap_ev": 10.30,
  "elements": ["C", "C", "C", "O", "F", "Br", "Br", "H", "H", "H"],
  "xyz": [[0.1661, 0.6151, -0.0089], [1.1636, -0.2114, -0.7471], [-1.0792, -0.0684, 0.8261], [0.1443, 1.8193, 0.0919], [-0.8796, 0.1691, 2.1085], [-2.6090, 0.9812, 0.2544], [-1.2668, -1.8782, 0.3782], [1.1455, -1.2757, -0.3416], [2.1906, 0.2488, -0.6714], [1.0244, -0.3998, -1.8900]],
  "atomic_forces_ev_per_a": [[-1.45, 1.25, 0.65], [1.30, -1.83, -1.24], [1.13, 1.63, -2.22], [0.93, -1.13, -0.36], [0.17, -0.36, 1.00], [-0.46, -0.29, 0.10], [-0.46, -1.12, 0.27], [0.40, 1.50, -0.34], [-1.16, -0.44, 0.15], [-0.39, 0.81, 1.99]]
}

{
  "formula": "C3H3Br2N",
  "method": "ωB97M-V/def2-TZVPD",
  "charge": 0,
  "homo_energy_ha": [-0.337, -0.366],
  "e_tot_ha": -5318.6884,
  "relative_energy_kj_mol": 493.8,
  "homo_lumo_gap_ev": [8.43, 8.82],
  "elements": ["C", "C", "C", "N", "Br", "Br", "H", "H", "H"],
  "xyz": [[0.5067, 1.1178, -0.3222], [0.3965, -0.4281, -0.5883], [-0.8221, -0.1512, 0.3670], [-0.6129, 1.2159, 0.3217], [1.8539, -1.4432, 0.1145], [-2.5416, -0.8432, -0.0549], [1.0752, 1.8798, -0.6045], [0.1733, -0.8760, -1.5275], [-0.0291, -0.4717, 2.2943]],
  "atomic_forces_ev_per_a": [[-3.69, -4.53, 0.18], [0.27, 1.44, 2.06], [0.92, -1.43, 0.61], [0.32, 1.43, 0.28], [0.33, -0.27, 0.18], [0.41, 0.10, 0.42], [2.73, 2.97, -1.15], [-0.33, 0.28, -0.83], [-0.95, 0.02, -1.76]]
}

{
  "formula": "C3H3Br2N",
  "method": "ωB97M-V/def2-TZVPD",
  "charge": 0,
  "homo_energy_ha": [-0.296, -0.296],
  "e_tot_ha": -5318.6422,
  "relative_energy_kj_mol": 615.0,
  "homo_lumo_gap_ev": [6.86, 6.86],
  "elements": ["C", "C", "C", "N", "Br", "Br", "H", "H", "H"],
  "xyz": [[0.5912, -0.5033, -0.6899], [0.4574, 2.0335, -0.6491], [-0.5705, -1.2773, 1.3786], [0.0073, -0.8952, 0.2664], [0.1455, 2.2707, -2.5101], [0.5047, -2.4448, 2.4616], [0.6630, -0.7357, -1.7103], [-0.5305, 2.1158, -0.2592], [-1.2680, -0.5636, 1.7119]],
  "atomic_forces_ev_per_a": [[0.29, 1.17, 0.90], [1.79, 0.02, -0.73], [2.34, 0.04, -1.83], [-0.94, -1.10, 1.15], [-0.07, -0.09, 0.33], [-0.73, 0.59, -0.21], [-0.20, -0.52, -1.05], [-1.45, -0.21, 0.43], [-1.02, 0.09, 1.04]]
}

{
  "formula": "C3H3Br2NS",
  "method": "ωB97M-V/def2-TZVPD",
  "charge": 0,
  "homo_energy_ha": -0.339,
  "e_tot_ha": -5716.9623,
  "relative_energy_kj_mol": 201.7,
  "homo_lumo_gap_ev": 8.00,
  "smiles": "S=C(Br)[C@@H]1CN1Br",
  "elements": ["S", "C", "Br", "C", "C", "N", "Br", "H", "H", "H"],
  "xyz": [[0.5206, -1.3178, 2.2213], [-0.4104, -0.2825, 1.3252], [-1.7166, 0.9476, 2.1321], [-0.4906, -0.2041, -0.1460], [0.7216, -0.4010, -1.0146], [-0.0333, 0.8148, -1.0776], [0.7091, 2.5711, -0.7434], [-1.3800, -0.5627, -0.4806], [1.5834, -0.4302, -0.4792], [0.4963, -1.1352, -1.7372]],
  "atomic_forces_ev_per_a": [[-1.43, 1.68, -1.34], [0.87, -0.45, 1.83], [0.72, -0.67, -0.31], [2.78, 1.23, 0.98], [-2.90, 0.03, 0.30], [-0.31, 1.30, -0.79], [-0.28, -1.52, 0.35], [-2.65, -1.11, -0.86], [2.60, -0.14, 1.26], [0.61, -0.36, -1.42]]
}

{
  "formula": "C3H3Br3",
  "method": "ωB97M-V/def2-TZVPD",
  "charge": 0,
  "homo_energy_ha": -0.346,
  "e_tot_ha": -7838.0225,
  "relative_energy_kj_mol": 282.6,
  "homo_lumo_gap_ev": 9.21,
  "elements": ["C", "C", "C", "Br", "Br", "Br", "H", "H", "H"],
  "xyz": [[0.3168, -0.2024, 1.4980], [0.0411, 1.0497, 1.3267], [-0.3759, -1.2188, -0.3199], [0.3663, 2.3525, 2.7135], [-2.2076, -1.2093, -0.3209], [0.4118, -2.9879, -0.2775], [0.7022, -0.9405, 2.1423], [-0.2871, 1.3882, 0.4086], [-0.0738, -0.7181, -1.3130]],
  "atomic_forces_ev_per_a": [[-1.62, -1.62, -4.37], [1.11, -0.22, 2.26], [2.87, 1.65, 0.97], [-0.15, -0.32, -0.52], [-1.63, -0.03, 0.25], [-0.11, 0.36, 0.04], [0.29, -0.37, 0.78], [-0.85, 1.13, -1.44], [0.08, -0.59, 2.04]]
}

{
  "formula": "C3H3Br3",
  "method": "ωB97M-V/def2-TZVPD",
  "charge": 0,
  "homo_energy_ha": [-0.321, -0.325],
  "e_tot_ha": -7837.9887,
  "relative_energy_kj_mol": 371.1,
  "homo_lumo_gap_ev": [7.79, 7.97],
  "elements": ["C", "C", "C", "Br", "Br", "Br", "H", "H", "H"],
  "xyz": [[0.3487, 0.7267, -0.2235], [1.2951, -0.0789, -0.5259], [-1.0414, -0.3198, 1.4330], [2.5794, 0.1477, -2.0148], [-0.8896, 0.9370, 2.7858], [-0.3389, -2.0708, 1.5472], [-0.1861, 1.4782, -0.8682], [1.6335, -0.8629, 0.1564], [-1.7177, -0.2020, 0.6762]],
  "atomic_forces_ev_per_a": [[-3.37, -0.09, 0.16], [2.18, -0.59, 0.02], [4.26, 0.85, -1.24], [-0.79, -0.06, 0.70], [-0.34, -0.28, 0.44], [-0.39, 0.64, 0.40], [0.71, -0.63, 1.14], [-0.08, -0.04, -0.48], [-2.19, 0.20, -1.15]]
}

{
  "formula": "C3H3BrCl2",
  "method": "ωB97M-V/def2-TZVPD",
  "s2": 2.01,
  "charge": 0,
  "homo_energy_ha": [-0.177, -0.377],
  "e_tot_ha": -3610.2618,
  "relative_energy_kj_mol": 325.8,
  "spin_multiplicity": 3,
  "homo_lumo_gap_ev": [5.39, 5.92],
  "elements": ["C", "C", "C", "Cl", "Cl", "Br", "H", "H", "H"],
  "xyz": [[0.2706, -0.7841, -0.6005], [-0.7975, 0.3077, -0.2278], [0.4951, 0.1974, 0.6358], [-0.9865, 1.6387, -1.3563], [1.6836, 1.5821, 0.6613], [0.2192, -0.6835, 2.2950], [-0.0349, -1.7856, -0.2273], [0.9237, -0.5873, -1.4359], [-1.7733, 0.1147, 0.2557]],
  "atomic_forces_ev_per_a": [[-3.59, 0.88, 1.09], [0.56, -1.76, -2.05], [-0.37, -1.10, 0.67], [0.26, -0.05, 0.37], [1.92, 2.47, -0.65], [-0.63, -0.93, 1.35], [0.74, 0.78, -0.67], [0.04, 0.00, -0.01], [1.06, -0.29, -0.11]]
}

{
  "formula": "C3H3BrClN2",
  "method": "ωB97M-V/def2-TZVPD",
  "charge": 1,
  "homo_energy_ha": -0.490,
  "e_tot_ha": -3259.5260,
  "relative_energy_kj_mol": 121.8,
  "homo_lumo_gap_ev": 8.84,
  "smiles": "Clc1c[nH+]c(Br)[nH]1",
  "elements": ["Cl", "C", "C", "N", "C", "Br", "N", "H", "H", "H"],
  "xyz": [[-1.2822, 1.8923, -1.6701], [-0.5542, 0.6828, -0.7269], [-0.2002, -0.6030, -1.0617], [0.4150, -1.2198, -0.0596], [0.4622, -0.0387, 1.1683], [1.1979, -0.2944, 2.7925], [-0.1605, 0.9445, 0.5677], [-0.3985, -1.0952, -1.9972], [0.8557, -2.1236, -0.0020], [-0.3353, 1.8552, 0.9890]],
  "atomic_forces_ev_per_a": [[0.02, -0.19, 0.18], [0.02, -0.54, -0.61], [-0.47, 0.75, -0.34], [0.27, 4.54, 4.98], [-0.20, -4.36, -4.54], [-0.03, 0.13, 0.10], [0.28, -0.11, 0.25], [0.02, 0.01, -0.16], [0.00, -0.06, 0.05], [0.09, -0.16, 0.10]]
}

{
  "formula": "C3H3BrClNS",
  "method": "ωB97M-V/def2-TZVPD",
  "charge": 0,
  "homo_energy_ha": [-0.296, -0.296],
  "e_tot_ha": -3603.1151,
  "relative_energy_kj_mol": 263.8,
  "homo_lumo_gap_ev": [8.15, 8.15],
  "smiles": "C=[NH+][S-].ClC#CBr",
  "elements": ["C", "N", "S", "H", "H", "H", "Cl", "C", "C", "Br"],
  "xyz": [[-0.1610, -1.1362, 1.0666], [-1.3552, -1.0564, 0.5616], [-2.2315, 0.2867, 0.2307], [0.2962, -2.0941, 1.2186], [0.3532, -0.2247, 1.3258], [-1.8313, -1.9374, 0.3481], [-0.2977, 3.2012, -0.9662], [0.8279, 2.0388, -1.1353], [1.5620, 1.0861, -1.2177], [2.8375, -0.1638, -1.4320]],
  "atomic_forces_ev_per_a": [[-0.61, 0.02, -0.26], [1.10, -1.05, 0.50], [-0.80, 1.06, -0.28], [0.01, -0.31, 0.01], [-0.04, 0.11, -0.06], [0.36, 0.16, 0.08], [-0.10, 0.32, -0.02], [0.36, -1.05, 0.06], [-0.16, 0.75, -0.06], [-0.11, -0.02, 0.04]]
}

Copy entry 4 word for word.
{
  "formula": "C3H3Br2FO",
  "method": "ωB97M-V/def2-TZVPD",
  "charge": 0,
  "homo_energy_ha": -0.372,
  "e_tot_ha": -5439.2088,
  "relative_energy_kj_mol": 0.0,
  "homo_lumo_gap_ev": 10.30,
  "elements": ["C", "C", "C", "O", "F", "Br", "Br", "H", "H", "H"],
  "xyz": [[0.1661, 0.6151, -0.0089], [1.1636, -0.2114, -0.7471], [-1.0792, -0.0684, 0.8261], [0.1443, 1.8193, 0.0919], [-0.8796, 0.1691, 2.1085], [-2.6090, 0.9812, 0.2544], [-1.2668, -1.8782, 0.3782], [1.1455, -1.2757, -0.3416], [2.1906, 0.2488, -0.6714], [1.0244, -0.3998, -1.8900]],
  "atomic_forces_ev_per_a": [[-1.45, 1.25, 0.65], [1.30, -1.83, -1.24], [1.13, 1.63, -2.22], [0.93, -1.13, -0.36], [0.17, -0.36, 1.00], [-0.46, -0.29, 0.10], [-0.46, -1.12, 0.27], [0.40, 1.50, -0.34], [-1.16, -0.44, 0.15], [-0.39, 0.81, 1.99]]
}